The following is a quantum chemistry calculation of C51H51N8SbSeTi as an isolated structure, from OMol25.

Computed properties:
Electronic energy = -160639.1705 eV

Cartesian coordinates (Å):
Ti (0.84878, 0.12802, 0.58052)
C (-2.13787, 0.20544, 4.03993)
C (-1.20315, 0.58503, 3.06123)
N (-0.51164, -0.28110, 2.34841)
C (-0.70647, -1.61253, 2.58330)
C (-1.71909, -2.08070, 3.44131)
C (-2.42202, -1.11879, 4.20070)
C (-1.97832, -3.46858, 3.51623)
C (-1.23584, -4.31680, 2.74677)
C (-0.17003, -3.85594, 1.94781)
C (0.16500, -2.51348, 1.89228)
N (1.18448, -1.89557, 1.19317)
C (2.34623, -2.55461, 0.84901)
C (2.79344, -3.81340, 1.21732)
C (4.02884, -4.31646, 0.76227)
C (4.85529, -3.59304, -0.04614)
C (4.48197, -2.27252, -0.38784)
C (5.30848, -1.40082, -1.12989)
C (4.92233, -0.10791, -1.32924)
C (3.69850, 0.32661, -0.79439)
N (2.87786, -0.47480, -0.15033)
C (3.24934, -1.76564, 0.06523)
H (-2.63480, 0.97026, 4.62000)
H (-1.02948, 1.63300, 2.86867)
H (-3.17389, -1.44931, 4.90786)
H (-2.76730, -3.83029, 4.16293)
H (-1.44867, -5.37844, 2.75707)
H (0.36780, -4.57514, 1.35130)
H (2.22127, -4.42760, 1.89149)
H (4.31906, -5.31296, 1.07160)
H (5.79731, -3.99238, -0.39865)
H (6.25314, -1.76792, -1.51349)
H (5.53514, 0.59435, -1.87672)
H (3.39128, 1.35782, -0.90368)
Se (1.25025, 6.92044, 4.35618)
N (0.09652, 6.26580, 3.15870)
C (0.51987, 5.08011, 2.82302)
C (-0.16233, 4.22317, 1.85432)
C (-1.31602, 4.56509, 1.20605)
C (-1.86589, 3.65491, 0.27450)
C (-1.23562, 2.46127, 0.05202)
N (-0.10835, 2.07551, 0.69242)
C (0.43940, 2.95888, 1.58807)
C (1.60068, 2.51704, 2.22336)
N (2.02018, 1.24997, 1.86880)
C (3.12894, 0.78370, 2.51601)
C (3.83608, 1.50151, 3.43248)
C (3.42191, 2.81083, 3.77770)
C (2.30248, 3.30687, 3.17762)
C (1.74441, 4.62972, 3.46914)
N (2.28320, 5.46297, 4.31357)
H (-1.77724, 5.52359, 1.40330)
H (-2.75653, 3.90000, -0.28685)
H (-1.59873, 1.76713, -0.69424)
H (3.42540, -0.22628, 2.26831)
H (4.70282, 1.05261, 3.89651)
H (3.95842, 3.40614, 4.50310)
C (-5.53434, -1.43377, 2.29631)
Sb (-4.50345, 0.09426, 1.18471)
C (-5.12770, 1.70271, 2.46882)
C (-6.11683, 0.40756, -0.20452)
H (-6.60348, -1.22203, 2.30865)
H (-5.16357, -1.45733, 3.32040)
H (-5.36298, -2.41009, 1.84414)
H (-6.19483, 1.61501, 2.67330)
H (-4.93150, 2.65569, 1.97758)
H (-4.57939, 1.68128, 3.40895)
H (-7.03507, 0.60496, 0.34856)
H (-6.25472, -0.47550, -0.82811)
H (-5.89749, 1.25596, -0.85215)
C (3.26699, 0.72366, -5.47166)
C (2.63354, 1.31406, -4.23888)
C (2.89312, 2.62185, -3.86382)
C (2.28608, 3.14867, -2.72439)
C (2.52169, 4.58231, -2.32663)
C (1.45171, 2.34619, -1.96733)
C (1.17844, 1.00105, -2.29609)
C (1.78525, 0.52302, -3.46559)
N (0.41690, 0.22644, -1.41228)
C (-0.45124, -0.85359, -1.93997)
C (0.27349, -2.18789, -2.23487)
C (-0.71955, -3.25752, -2.70418)
C (-1.45683, -2.76207, -3.95199)
C (-2.23548, -1.48455, -3.62268)
C (-3.24144, -1.77000, -2.50356)
C (-2.48165, -2.24729, -1.26594)
C (-1.73101, -3.53940, -1.59219)
C (-1.48380, -1.16489, -0.84564)
C (-1.25693, -0.39611, -3.16946)
H (3.99201, 1.40880, -5.91041)
H (2.51259, 0.50296, -6.22994)
H (3.77945, -0.21245, -5.24149)
H (3.56040, 3.23613, -4.45933)
H (3.58452, 4.82969, -2.35039)
H (2.14698, 4.77805, -1.32159)
H (2.01397, 5.26504, -3.01142)
H (1.01102, 2.76752, -1.07969)
H (1.63080, -0.49401, -3.78826)
H (0.76608, -2.51821, -1.31595)
H (1.05671, -2.07340, -2.98139)
H (-0.16815, -4.17155, -2.94436)
H (-2.14157, -3.53521, -4.31542)
H (-0.73894, -2.56235, -4.75461)
H (-2.76625, -1.14153, -4.51541)
H (-3.95986, -2.53238, -2.82263)
H (-3.80892, -0.86196, -2.27065)
H (-3.17915, -2.41874, -0.43839)
H (-2.43703, -4.31504, -1.90577)
H (-1.21393, -3.90608, -0.70056)
H (-0.97027, -1.52765, 0.04879)
H (-2.02704, -0.26119, -0.57230)
H (-1.80523, 0.51283, -2.89296)
H (-0.59899, -0.12668, -3.99552)

These are the Löwdin partial charges, in e, on atoms 1 to 99: number 1, Ti, carries 1.058; number 2, C, carries -0.060; number 3, C, carries -0.099; number 4, N, carries 0.068; number 5, C, carries -0.152; number 6, C, carries -0.155; number 7, C, carries -0.022; number 8, C, carries -0.045; number 9, C, carries -0.070; number 10, C, carries -0.031; number 11, C, carries -0.228; number 12, N, carries -0.014; number 13, C, carries -0.223; number 14, C, carries -0.016; number 15, C, carries -0.078; number 16, C, carries -0.052; number 17, C, carries -0.152; number 18, C, carries 0.003; number 19, C, carries -0.021; number 20, C, carries -0.093; number 21, N, carries 0.033; number 22, C, carries -0.160; number 23, H, carries 0.107; number 24, H, carries 0.108; number 25, H, carries 0.121; number 26, H, carries 0.111; number 27, H, carries 0.107; number 28, H, carries 0.099; number 29, H, carries 0.090; number 30, H, carries 0.105; number 31, H, carries 0.108; number 32, H, carries 0.119; number 33, H, carries 0.112; number 34, H, carries 0.113; number 35, Se, carries 1.077; number 36, N, carries -0.232; number 37, C, carries -0.331; number 38, C, carries -0.113; number 39, C, carries -0.012; number 40, C, carries -0.056; number 41, C, carries -0.149; number 42, N, carries -0.040; number 43, C, carries -0.213; number 44, C, carries -0.169; number 45, N, carries -0.019; number 46, C, carries -0.126; number 47, C, carries -0.057; number 48, C, carries -0.023; number 49, C, carries -0.111; number 50, C, carries -0.326; number 51, N, carries -0.231; number 52, H, carries 0.112; number 53, H, carries 0.101; number 54, H, carries 0.092; number 55, H, carries 0.104; number 56, H, carries 0.101; number 57, H, carries 0.109; number 58, C, carries -0.337; number 59, Sb, carries 1.288; number 60, C, carries -0.337; number 61, C, carries -0.352; number 62, H, carries 0.003; number 63, H, carries -0.018; number 64, H, carries -0.005; number 65, H, carries 0.004; number 66, H, carries -0.005; number 67, H, carries -0.022; number 68, H, carries 0.000; number 69, H, carries -0.006; number 70, H, carries -0.004; number 71, C, carries -0.051; number 72, C, carries -0.274; number 73, C, carries -0.031; number 74, C, carries -0.275; number 75, C, carries -0.044; number 76, C, carries -0.017; number 77, C, carries -0.286; number 78, C, carries -0.009; number 79, N, carries -0.055; number 80, C, carries -0.430; number 81, C, carries -0.066; number 82, C, carries -0.276; number 83, C, carries -0.115; number 84, C, carries -0.278; number 85, C, carries -0.117; number 86, C, carries -0.285; number 87, C, carries -0.107; number 88, C, carries -0.134; number 89, C, carries -0.072; number 90, H, carries 0.071; number 91, H, carries 0.080; number 92, H, carries 0.077; number 93, H, carries 0.113; number 94, H, carries 0.078; number 95, H, carries 0.071; number 96, H, carries 0.082; number 97, H, carries 0.089; number 98, H, carries 0.096; number 99, H, carries 0.109